Below is C36H55GeNO4PdSe as an isolated structure, with properties calculated with ωB97M-V with the def2-TZVPD basis set.

## Properties
molar mass	823.829	g mol⁻¹
calculated total energy	-173249.379	eV
highest occupied orbital energy	-1.60	eV
Kohn-Sham gap	5.773	eV
ΔE to the lowest compared entry with this formula, charge and spin	0.000	eV
LUMO energy	4.170	eV

The geometry in ORCA input format:
```
! wB97M-V def2-TZVPD RIJCOSX def2/J DEFGRID3
* xyz -2 1
Pd -0.022 -0.089 0.249
C -3.279 5.192 -4.813
C -3.474 5.136 -3.288
C -2.743 6.333 -2.677
C -4.971 5.281 -2.973
C -2.948 3.809 -2.745
C -1.919 3.705 -1.817
C -1.478 2.470 -1.372
Se -0.016 2.446 -0.125
C 1.432 2.466 -1.393
C 1.812 3.698 -1.902
C 2.814 3.803 -2.859
C 3.386 2.597 -3.278
C 3.045 1.342 -2.797
C 2.053 1.230 -1.754
O 1.762 0.127 -1.193
C 3.780 0.132 -3.413
C 3.317 -1.242 -2.912
C 3.578 0.139 -4.939
C 5.285 0.245 -3.110
C 3.287 5.127 -3.453
C 3.058 5.136 -4.973
C 4.786 5.322 -3.176
C 2.537 6.320 -2.857
C -2.039 1.225 -1.789
O -1.637 0.103 -1.337
C -3.095 1.340 -2.764
C -3.495 2.600 -3.185
C -3.830 0.132 -3.382
C -3.356 -1.246 -2.901
C -5.331 0.230 -3.056
C -3.650 0.160 -4.911
H -3.633 6.149 -5.218
H -2.220 5.078 -5.060
H -3.828 4.388 -5.309
H -3.140 7.262 -3.099
H -2.876 6.365 -1.592
H -1.671 6.292 -2.889
H -5.356 6.237 -3.349
H -5.550 4.475 -3.431
H -5.134 5.239 -1.892
H -1.424 4.587 -1.422
H 1.288 4.575 -1.535
H 4.156 2.649 -4.044
H 2.255 -1.401 -3.104
H 3.894 -2.013 -3.440
H 3.464 -1.353 -1.839
H 2.512 0.073 -5.175
H 3.971 1.046 -5.404
H 4.087 -0.722 -5.390
H 5.447 0.263 -2.029
H 5.825 -0.615 -3.528
H 5.716 1.157 -3.532
H 3.622 4.335 -5.460
H 1.999 4.983 -5.195
H 3.374 6.092 -5.411
H 5.378 4.520 -3.626
H 5.136 6.278 -3.586
H 4.976 5.314 -2.099
H 1.462 6.245 -3.044
H 2.694 6.386 -1.777
H 2.899 7.248 -3.313
H -4.297 2.652 -3.918
H -3.475 -1.360 -1.824
H -3.955 -2.011 -3.413
H -2.302 -1.411 -3.124
H -5.477 0.232 -1.973
H -5.778 1.143 -3.459
H -5.869 -0.629 -3.477
H -2.587 0.109 -5.162
H -4.156 -0.699 -5.368
H -4.058 1.072 -5.356
C 1.880 -2.761 2.537
Ge 0.157 -3.114 1.678
C -1.345 -2.803 2.901
C 0.131 -5.091 1.488
C -0.038 -2.124 0.041
H 1.896 -3.118 3.571
H 2.100 -1.691 2.524
H 2.674 -3.270 1.982
H -1.096 -3.091 3.928
H -2.209 -3.392 2.579
H -1.636 -1.753 2.885
H 0.231 -5.548 2.479
H 0.951 -5.452 0.857
H -0.814 -5.427 1.047
H -0.982 -2.325 -0.466
H 0.794 -2.297 -0.644
O 2.347 0.555 3.022
C 1.174 0.473 3.347
C 0.734 0.394 4.812
C -0.767 0.632 4.743
C -1.068 0.562 3.243
O -2.205 0.639 2.808
N 0.084 0.433 2.519
H 1.297 1.103 5.418
H 0.978 -0.614 5.159
H -1.063 1.616 5.111
H -1.368 -0.114 5.261
*
```

Here are the Mulliken charges for atoms 1 to 2, given in e:
1 Pd 1.272
2 C -1.644

Below is H14NaO7 as an isolated structure, with properties calculated with ωB97M-V with the def2-TZVPD basis set.

## Properties
molar mass	149.095	g mol⁻¹
calculated total energy	-18973.239	eV
highest occupied orbital energy	-14.56	eV
Kohn-Sham gap	11.380	eV
ΔE to the lowest compared entry with this formula, charge and spin	0.274	eV
LUMO energy	-3.183	eV

The geometry in ORCA input format:
```
! wB97M-V def2-TZVPD RIJCOSX def2/J DEFGRID3
* xyz 1 1
Na 0.010 -0.012 -0.047
O 1.157 2.281 -0.462
H 0.399 2.705 -0.037
H 1.838 2.964 -0.502
O -1.626 1.012 -1.437
H -1.750 1.536 -2.239
H -2.369 1.260 -0.870
O 2.500 0.002 1.253
H 2.251 -0.240 2.155
H 2.788 0.922 1.301
O 0.495 -2.227 1.080
H 0.898 -2.840 0.448
H -0.326 -2.644 1.378
O -0.867 1.237 1.704
H -0.369 1.797 2.314
H -1.705 1.072 2.158
O 1.073 -1.236 -2.040
H 1.715 -0.906 -2.682
H 0.445 -1.751 -2.563
O -2.191 -1.540 0.079
H -2.694 -1.152 -0.650
H -1.673 -2.240 -0.339
*
```

Here are the natural (NBO) charges for atoms 1 to 2, given in e:
1 Na 0.927
2 O -0.963

Below is C38H55NO2P2Y as an isolated structure at a distorted geometry, with properties calculated with ωB97M-V with the def2-TZVPD basis set.

## Properties
molar mass	708.717	g mol⁻¹
calculated total energy	-65492.911	eV
highest occupied orbital energy (alpha / beta)	-6.98 / -6.98	eV
Kohn-Sham gap (alpha / beta)	3.437 / 3.438	eV
ΔE to the lowest compared entry with this formula, charge and spin	5.382	eV
LUMO energy (alpha / beta)	-3.539 / -3.538	eV

The geometry in ORCA input format:
```
! wB97M-V def2-TZVPD RIJCOSX def2/J DEFGRID3
* xyz 1 1
Y -0.908 0.349 0.912
C 0.282 1.583 -0.873
C 0.724 1.022 -2.111
C -1.523 1.441 -2.307
C -1.114 1.861 -1.005
C -0.393 0.945 -2.974
C 1.069 1.938 0.341
H 1.930 1.271 0.531
H 0.450 1.988 1.298
H 1.447 2.971 0.253
C -1.881 2.663 -0.014
H -1.634 2.470 1.066
H -2.966 2.520 -0.116
H -1.673 3.739 -0.152
C -2.899 1.588 -2.829
H -3.218 2.640 -2.773
H -3.627 0.998 -2.249
H -2.953 1.273 -3.879
C -0.306 0.548 -4.400
H 0.441 1.154 -4.931
H -1.266 0.685 -4.903
H -0.016 -0.504 -4.512
C 2.117 0.719 -2.491
H 2.430 1.357 -3.336
H 2.238 -0.323 -2.837
H 2.828 0.887 -1.672
C 1.218 -3.918 0.325
C 2.514 -3.262 0.267
C 3.025 -2.401 -0.779
C 3.014 -3.081 -2.206
C 1.865 -2.955 -3.061
C 0.472 -2.880 -2.672
C 0.136 -2.148 -1.291
C -0.006 -2.957 -0.007
H 4.096 -2.248 -0.518
H 3.226 -4.167 -2.095
H 2.603 -1.375 -0.849
H -0.973 -3.494 0.026
H 1.079 -4.154 1.399
H 3.214 -3.571 1.070
H -0.036 -2.281 0.882
H 0.924 -1.402 -1.149
H -0.018 -2.225 -3.423
H -0.809 -1.586 -1.441
H 3.902 -2.682 -2.735
H 2.050 -3.039 -4.142
P 0.922 -5.531 -0.361
C 0.346 -6.636 0.961
C 2.337 -6.332 -1.141
P -0.565 -4.364 -2.908
C -0.425 -5.612 -1.592
C 0.118 -5.171 -4.393
C -2.322 -4.053 -3.223
H -0.741 -6.759 0.895
H 0.597 -6.222 1.946
H 0.818 -7.620 0.852
H 2.396 -7.352 -0.743
H 3.285 -5.825 -0.909
H 2.206 -6.395 -2.233
H -2.853 -5.011 -3.359
H -2.443 -3.458 -4.142
H -2.768 -3.519 -2.368
H -1.376 -5.661 -1.026
H -0.294 -6.597 -2.091
H -0.370 -4.779 -5.294
H -0.037 -6.258 -4.374
H 1.195 -4.983 -4.487
C -3.068 6.731 1.955
C -1.677 6.192 1.742
C -0.919 6.683 0.686
C 0.387 6.239 0.457
C 0.930 5.274 1.294
C 0.163 4.734 2.343
N 0.696 3.628 3.016
C 0.434 3.197 4.352
C 0.666 4.014 5.463
C 0.336 3.567 6.742
C -0.230 2.293 6.915
C -0.452 1.458 5.821
C -0.090 1.909 4.555
C -0.394 1.134 3.354
O 0.428 0.330 2.754
O -1.561 1.307 2.783
C -1.156 5.187 2.573
C -2.010 4.547 3.612
H -3.844 5.971 1.786
H -3.211 7.125 2.969
H -3.267 7.551 1.256
H -1.367 7.436 0.038
H 0.978 6.645 -0.364
H 1.953 4.914 1.150
H 1.621 3.355 2.693
H 1.115 5.002 5.303
H 0.513 4.211 7.611
H -0.479 1.941 7.917
H -0.869 0.456 5.912
H -2.102 3.461 3.452
H -1.605 4.717 4.617
H -3.018 4.974 3.596
*
```

Here are the Mulliken charges for atoms 1 to 2, given in e:
1 Y 1.129
2 C 0.411

Below is C20H14N7O4RhS3Se as an isolated structure, with properties calculated with ωB97M-V with the def2-TZVPD basis set.

## Properties
molar mass	694.444	g mol⁻¹
calculated total energy	-140448.276	eV
highest occupied orbital energy	-8.45	eV
Kohn-Sham gap	7.317	eV
ΔE to the lowest compared entry with this formula, charge and spin	0.637	eV
LUMO energy	-1.132	eV

The geometry in ORCA input format:
```
! wB97M-V def2-TZVPD RIJCOSX def2/J DEFGRID3
* xyz 0 1
Rh 0.180 -0.791 1.062
C -1.182 3.378 4.364
S -1.303 1.603 4.654
C -0.348 0.983 3.317
S -0.136 -0.760 3.306
N 0.125 1.804 2.444
N 0.936 1.084 1.532
C 2.015 1.674 1.204
C 3.100 0.942 0.511
C 4.201 1.580 -0.035
C 5.209 0.778 -0.561
C 5.081 -0.599 -0.497
C 3.933 -1.145 0.077
N 2.968 -0.378 0.555
H -1.669 3.854 5.212
H -1.686 3.652 3.441
H -0.139 3.677 4.315
H 2.165 2.700 1.530
H 4.274 2.660 -0.045
H 6.088 1.229 -1.002
H 5.856 -1.247 -0.884
H 3.756 -2.211 0.139
Se -4.865 -0.507 -4.654
N -3.079 -0.516 -4.640
C -2.712 -0.452 -3.391
C -1.319 -0.437 -2.953
C -0.250 -0.497 -3.839
C 1.028 -0.462 -3.337
C 1.211 -0.395 -1.962
N 0.200 -0.335 -1.102
C -1.048 -0.359 -1.589
C -2.122 -0.271 -0.595
N -1.752 -0.197 0.700
C -2.723 -0.210 1.616
C -4.073 -0.237 1.296
C -4.452 -0.283 -0.021
C -3.455 -0.305 -0.989
C -3.768 -0.388 -2.415
N -4.987 -0.403 -2.877
H -0.446 -0.571 -4.901
H 1.889 -0.517 -3.986
H 2.201 -0.420 -1.545
H -2.418 -0.204 2.649
H -4.798 -0.238 2.097
H -5.490 -0.321 -0.325
O 1.527 -2.579 1.514
S 0.808 -3.267 0.391
O 1.371 -2.829 -0.889
O -0.592 -2.581 0.577
O 0.690 -4.687 0.530
*
```

Here are the natural (NBO) charges for atoms 1 to 2, given in e:
1 Rh 0.969
2 C -0.743

Below is a 2-piece molecular cluster, C3H6N3S overall at a distorted geometry, with properties calculated with ωB97M-V with the def2-TZVPD basis set.

## Properties
molar mass	116.169	g mol⁻¹
calculated total energy	-18504.864	eV
highest occupied orbital energy	-13.63	eV
Kohn-Sham gap	9.634	eV
ΔE to the lowest compared entry with this formula, charge and spin	1.897	eV
LUMO energy	-3.997	eV

The geometry in ORCA input format:
```
! wB97M-V def2-TZVPD RIJCOSX def2/J DEFGRID3
* xyz 1 1
C 2.988 0.554 1.355
C -1.823 1.069 -0.034
C -0.289 -0.606 -0.561
N 4.030 0.086 1.051
N -0.660 0.651 0.020
N -2.860 1.543 -0.371
S 1.830 1.401 1.927
H -0.511 -0.601 -1.640
H 0.801 -0.609 -0.310
H -0.663 -1.486 -0.079
H 0.176 1.148 0.503
H -3.583 2.206 -0.724
H 4.444 -0.789 0.981
*
```

Here are the natural (NBO) charges for atoms 1 to 2, given in e:
1 C 0.235
2 C 0.778

Below is an isolated ion of composition C23H28BrN4O3S2 and charge +1 at a distorted geometry, with properties calculated with ωB97M-V with the def2-TZVPD basis set.

## Properties
molar mass	552.540	g mol⁻¹
calculated total energy	-128088.466	eV
highest occupied orbital energy	-10.12	eV
Kohn-Sham gap	6.137	eV
LUMO energy	-3.986	eV

The geometry in ORCA input format:
```
! wB97M-V def2-TZVPD RIJCOSX def2/J DEFGRID3
* xyz 1 1
C -0.384 3.586 2.709
N 0.369 3.857 1.351
C 1.807 4.128 1.519
C -0.437 4.935 0.895
C -1.750 4.841 -0.042
C -1.529 4.050 -1.298
N -1.070 2.955 -1.143
C 0.336 2.757 -1.619
O 1.132 3.485 -1.813
C 0.916 1.060 -1.017
C 1.003 1.040 0.299
C 1.561 -0.302 0.815
C 2.280 -1.069 -0.212
S 3.150 -2.512 0.217
O 3.790 -2.119 1.545
O 3.909 -3.059 -1.024
N 1.791 -3.708 0.845
C 0.840 -3.856 -0.520
C 0.981 -5.527 -0.860
C 2.612 -5.879 -0.332
C 2.501 -4.899 0.857
C 2.227 -0.566 -1.670
C 1.518 0.455 -2.111
C -1.929 1.791 -1.018
N -1.461 0.287 -1.231
C -2.472 -0.307 -0.789
C -2.462 -1.794 -1.108
C -3.631 -2.558 -0.524
C -4.677 -2.066 -0.117
Br -6.330 -2.883 0.448
C -4.832 -0.584 0.056
C -3.575 0.322 -0.422
S -3.500 1.987 -0.195
H 0.054 2.808 3.106
H -1.344 3.361 2.755
H -0.291 4.353 3.243
H 2.181 4.110 0.546
H 2.083 2.981 1.889
H 1.831 4.832 2.206
H -0.483 5.888 1.349
H 0.279 5.411 0.025
H -2.318 4.355 0.923
H -2.187 5.721 -0.213
H -0.821 4.568 -1.841
H -2.429 3.955 -1.656
H 0.681 1.575 0.964
H 1.760 -0.511 1.687
H 1.250 -3.300 1.379
H 0.008 -3.742 -0.284
H 1.238 -3.338 -1.204
H 0.951 -5.851 -1.923
H 0.199 -5.976 -0.431
H 3.324 -5.586 -0.952
H 2.718 -7.022 -0.085
H 1.780 -5.422 1.804
H 3.503 -4.714 1.272
H 2.715 -1.408 -2.368
H 1.564 0.836 -2.995
H -1.625 -2.183 -1.211
H -3.560 -3.484 -0.714
H -5.744 -0.064 0.240
*
```

Here are the natural (NBO) charges for atoms 1 to 2, given in e:
1 C -0.403
2 N -0.469

What is the formula in the fourth record? C20H14N7O4RhS3Se

Which formula does entry 3 have? C38H55NO2P2Y